# 1
{
  "formula": "C17H28O4S2",
  "method": "ωB97M-V/def2-TZVPD",
  "symbols": ["C", "C", "C", "C", "S", "O", "O", "C", "C", "C", "C", "S", "O", "O", "C", "C", "C", "C", "C", "C", "C", "C", "C", "H", "H", "H", "H", "H", "H", "H", "H", "H", "H", "H", "H", "H", "H", "H", "H", "H", "H", "H", "H", "H", "H", "H", "H", "H", "H", "H", "H"],
  "xyz": [[4.684, -4.152, -2.039], [3.563, -5.086, -1.599], [2.170, -4.516, -1.875], [1.852, -3.274, -1.066], [0.139, -2.796, -1.451], [-0.753, -3.826, -0.983], [0.064, -2.439, -2.844], [-0.131, -1.321, -0.478], [-1.076, -1.301, 0.442], [-1.385, -0.109, 1.290], [-1.508, 1.202, 0.495], [-0.050, 2.239, 0.879], [0.030, 2.445, 2.303], [1.079, 1.596, 0.255], [-0.348, 3.844, 0.047], [0.981, 4.493, -0.293], [1.742, 4.912, 0.962], [3.104, 5.503, 0.617], [-2.849, 1.786, 0.966], [-3.881, 0.864, 0.357], [-3.807, -0.294, 1.001], [-2.734, -0.161, 2.053], [-2.881, 1.320, 2.425], [4.566, -3.887, -3.087], [4.687, -3.239, -1.450], [5.649, -4.638, -1.915], [3.662, -5.298, -0.532], [3.658, -6.032, -2.135], [1.414, -5.268, -1.641], [2.074, -4.268, -2.934], [2.472, -2.424, -1.335], [1.888, -3.456, 0.004], [0.513, -0.490, -0.710], [-1.659, -2.199, 0.596], [-0.574, 0.015, 2.018], [-1.457, 1.053, -0.582], [-0.932, 4.442, 0.740], [-0.924, 3.611, -0.845], [0.812, 5.362, -0.935], [1.578, 3.767, -0.849], [1.871, 4.039, 1.601], [1.153, 5.648, 1.515], [2.992, 6.377, -0.022], [3.629, 5.802, 1.520], [3.712, 4.770, 0.092], [-2.976, 2.849, 0.774], [-4.489, 1.120, -0.490], [-4.352, -1.198, 0.805], [-2.757, -0.887, 2.861], [-2.052, 1.708, 3.013], [-3.828, 1.541, 2.914]],
  "atomic_forces_ev_per_a": [[-0.1, -0.2, 0.1], [-0.1, 0.2, -0.1], [0.0, -0.3, 0.0], [-0.8, 0.2, -0.2], [0.0, 0.4, 0.3], [0.1, -0.1, 0.3], [0.3, 0.2, -0.1], [0.3, -0.8, -0.4], [-0.1, -0.1, 0.1], [0.3, -0.1, 0.1], [0.8, 0.8, 0.0], [-0.5, 0.0, -0.3], [-0.2, 0.2, 0.2], [0.2, -0.1, -0.4], [0.1, -0.7, 0.2], [0.2, 0.0, 0.3], [0.2, 0.0, -0.3], [-0.2, -0.1, 0.1], [-0.2, 0.3, 0.1], [-0.1, 0.1, 0.0], [-0.1, -0.1, 0.1], [0.1, 0.0, 0.1], [0.0, 0.0, 0.3], [0.0, 0.1, -0.1], [0.1, 0.1, 0.0], [0.1, 0.0, 0.0], [0.0, -0.1, 0.0], [0.0, 0.0, 0.1], [0.0, 0.0, -0.1], [0.0, -0.1, 0.0], [0.1, 0.2, 0.0], [0.0, 0.0, 0.2], [0.1, 0.2, -0.1], [-0.1, -0.2, 0.1], [-0.1, -0.1, 0.0], [0.0, 0.0, -0.1], [-0.2, 0.0, 0.0], [-0.1, 0.0, -0.1], [-0.1, -0.1, 0.0], [0.0, 0.1, -0.1], [0.0, 0.1, 0.1], [-0.1, 0.0, 0.1], [0.1, 0.1, -0.1], [0.1, 0.1, 0.0], [0.1, -0.1, -0.1], [0.0, 0.0, 0.0], [-0.1, 0.0, -0.2], [-0.1, -0.2, -0.2], [0.0, 0.0, 0.0], [0.0, 0.0, 0.0], [0.0, 0.0, 0.0]],
  "nbo_charge": [-0.609, -0.385, -0.419, -0.635, 2.160, -0.960, -0.949, -0.505, -0.106, -0.278, -0.440, 2.160, -0.960, -0.971, -0.630, -0.411, -0.400, -0.600, -0.270, -0.186, -0.193, -0.248, -0.391, 0.205, 0.199, 0.213, 0.194, 0.207, 0.227, 0.221, 0.233, 0.232, 0.253, 0.237, 0.257, 0.251, 0.238, 0.234, 0.213, 0.229, 0.217, 0.194, 0.198, 0.212, 0.206, 0.225, 0.221, 0.225, 0.229, 0.238, 0.220],
  "largest_force_ev_per_a": 1.09,
  "de_lowest_kcal_mol": 16.2,
  "smiles": "CCCCS(=O)(=O)/C=C/[C@H]1[C@H](S(=O)(=O)CCCC)[C@H]2C=C[C@@H]1C2",
  "e_tot_ev": -47942.080,
  "homo_energy_ev": -9.7,
  "spin_multiplicity": 1,
  "gap_ev": 10.317
}

# 2
{
  "formula": "C17H29BrN2O7S3",
  "method": "ωB97M-V/def2-TZVPD",
  "symbols": ["C", "C", "C", "O", "C", "C", "C", "N", "C", "Br", "C", "N", "S", "C", "O", "O", "H", "H", "H", "H", "H", "H", "H", "H", "H", "H", "H", "H", "H", "O", "S", "O", "C", "C", "C", "C", "H", "H", "H", "H", "H", "H", "H", "H", "O", "S", "O", "C", "C", "C", "C", "H", "H", "H", "H", "H", "H", "H", "H"],
  "xyz": [[2.092, -1.940, 0.427], [0.597, -1.910, 0.786], [-0.333, -2.013, -0.416], [-0.546, -0.720, -0.981], [-1.856, -0.392, -1.314], [-2.719, -0.158, -0.033], [-2.719, 1.274, 0.286], [-2.721, 2.394, 0.529], [-4.197, -0.633, -0.084], [-5.125, 0.159, -1.581], [-4.877, -0.236, 1.148], [-5.362, 0.037, 2.150], [-4.421, -2.476, -0.222], [-3.852, -3.086, 1.354], [-5.831, -2.684, -0.324], [-3.536, -2.959, -1.239], [2.625, -2.692, 1.010], [2.221, -2.180, -0.629], [2.568, -0.979, 0.618], [0.355, -0.984, 1.314], [0.355, -2.726, 1.473], [0.120, -2.638, -1.192], [-1.289, -2.469, -0.138], [-1.789, 0.549, -1.856], [-2.332, -1.124, -1.965], [-2.238, -0.652, 0.819], [-2.946, -3.658, 1.169], [-4.652, -3.734, 1.707], [-3.683, -2.289, 2.072], [1.223, 5.385, 3.065], [0.250, 4.395, 3.454], [0.589, 2.994, 3.411], [-0.374, 4.820, 5.081], [-1.565, 5.729, 4.797], [-2.319, 5.074, 3.630], [-1.283, 4.695, 2.566], [0.429, 5.287, 5.645], [-0.681, 3.891, 5.561], [-2.196, 5.843, 5.677], [-1.211, 6.720, 4.505], [-2.830, 4.176, 3.983], [-3.075, 5.738, 3.215], [-1.553, 3.795, 2.022], [-1.095, 5.509, 1.869], [3.742, -3.706, -2.580], [3.654, -2.472, -3.321], [2.514, -1.609, -3.147], [5.172, -1.552, -3.092], [6.079, -2.047, -4.213], [5.197, -2.120, -5.467], [3.897, -2.828, -5.069], [5.543, -1.748, -2.089], [4.928, -0.496, -3.204], [6.931, -1.384, -4.355], [6.464, -3.039, -3.967], [4.975, -1.109, -5.816], [5.693, -2.646, -6.281], [3.024, -2.468, -5.609], [3.971, -3.910, -5.162]],
  "atomic_forces_ev_per_a": [[-0.1, 0.1, 0.0], [0.0, 0.0, 0.1], [0.1, 0.0, -0.1], [0.2, 0.2, 0.2], [0.0, 0.1, -0.1], [-0.1, 0.1, 0.0], [0.1, -0.1, 0.1], [0.0, 0.0, 0.0], [0.1, 0.1, 0.2], [0.0, 0.0, -0.2], [0.0, -0.1, -0.2], [-0.1, 0.0, 0.2], [0.1, 0.0, 0.0], [-0.1, -0.2, -0.1], [-0.1, 0.0, 0.1], [0.0, 0.1, -0.1], [0.0, 0.0, 0.0], [0.1, 0.0, 0.0], [0.0, 0.0, -0.1], [0.0, 0.0, 0.0], [0.0, 0.0, -0.1], [-0.1, -0.1, 0.0], [0.0, 0.0, 0.0], [-0.1, 0.0, -0.1], [0.0, -0.2, 0.1], [0.0, -0.1, -0.1], [0.0, 0.1, 0.0], [0.0, 0.0, 0.1], [0.0, 0.1, 0.0], [0.0, 0.0, 0.0], [0.0, 0.0, 0.0], [0.0, 0.0, 0.0], [-0.1, 0.1, 0.1], [0.0, 0.0, 0.0], [0.0, 0.0, 0.0], [-0.2, 0.0, 0.1], [0.0, 0.0, 0.0], [0.0, 0.0, 0.0], [0.0, 0.0, 0.0], [0.0, 0.0, 0.0], [0.0, 0.0, 0.0], [0.0, 0.0, 0.0], [0.1, 0.0, -0.1], [0.1, 0.0, 0.0], [0.0, 0.0, 0.0], [0.0, 0.0, -0.1], [0.0, 0.0, 0.0], [0.1, 0.0, 0.0], [0.0, 0.0, 0.0], [0.0, 0.0, 0.0], [0.1, 0.0, -0.1], [-0.1, 0.0, 0.0], [0.0, 0.0, 0.0], [0.0, 0.0, 0.0], [0.0, 0.0, 0.0], [0.0, 0.0, 0.0], [0.0, 0.0, 0.0], [0.0, 0.0, 0.0], [0.0, 0.0, 0.1]],
  "nbo_charge": [-0.619, -0.428, -0.067, -0.525, -0.047, -0.391, 0.307, -0.313, -0.422, 0.156, 0.220, -0.237, 2.188, -0.899, -0.905, -0.923, 0.207, 0.223, 0.213, 0.214, 0.199, 0.196, 0.158, 0.212, 0.208, 0.274, 0.262, 0.276, 0.261, -0.949, 2.168, -0.947, -0.671, -0.407, -0.400, -0.684, 0.253, 0.237, 0.223, 0.215, 0.210, 0.226, 0.278, 0.245, -0.947, 2.168, -0.941, -0.672, -0.407, -0.403, -0.675, 0.258, 0.242, 0.227, 0.217, 0.211, 0.226, 0.253, 0.247],
  "largest_force_ev_per_a": 0.31,
  "smiles": "CCCOC[C@@H](C#N)[C@](Br)(C#N)S(C)(=O)=O.O=S1(=O)CCCC1.O=S1(=O)CCCC1",
  "e_tot_ev": -137957.171,
  "homo_energy_ev": -10.1,
  "spin_multiplicity": 1,
  "gap_ev": 10.034
}

# 3
{
  "formula": "C17H29Cl2HfN9O3S",
  "method": "ωB97M-V/def2-TZVPD",
  "symbols": ["Hf", "Cl", "C", "Cl", "H", "H", "N", "C", "C", "C", "C", "N", "C", "N", "N", "C", "O", "O", "H", "H", "H", "H", "H", "H", "H", "H", "H", "H", "H", "H", "H", "H", "N", "C", "N", "C", "N", "C", "C", "N", "C", "C", "N", "H", "H", "H", "H", "H", "O", "S", "C", "C", "C", "C", "H", "H", "H", "H", "H", "H", "H", "H"],
  "xyz": [[-1.253, -0.305, 1.068], [-2.764, -0.277, 3.504], [-1.325, -0.477, 4.539], [0.132, -0.425, 3.473], [-1.354, -1.443, 5.023], [-1.266, 0.343, 5.242], [1.289, -0.629, 0.466], [1.189, -0.675, -1.056], [2.225, 0.083, -1.878], [2.468, 1.579, -1.641], [3.737, 2.076, -2.361], [3.464, 2.534, -3.729], [4.387, 3.109, -4.518], [5.640, 3.226, -4.096], [4.042, 3.568, -5.715], [-0.267, -0.266, -1.035], [-0.579, 0.888, -0.606], [-1.129, -1.188, -0.841], [1.824, 0.200, 0.721], [1.830, -1.425, 0.793], [1.234, -1.719, -1.347], [1.951, -0.084, -2.924], [3.162, -0.460, -1.734], [2.617, 1.798, -0.581], [1.603, 2.170, -1.951], [4.470, 1.267, -2.396], [4.173, 2.896, -1.791], [2.530, 2.457, -4.097], [5.945, 2.864, -3.210], [6.342, 3.671, -4.668], [3.098, 3.512, -6.058], [4.725, 3.965, -6.341], [-5.230, 0.818, -0.213], [-4.464, -0.230, -0.001], [-3.316, 0.199, 0.532], [-3.477, 1.576, 0.587], [-4.628, 1.977, 0.144], [-2.422, 2.464, 1.092], [-2.493, 3.833, 0.923], [-1.520, 4.629, 1.360], [-0.489, 4.057, 1.976], [-0.396, 2.683, 2.124], [-1.364, 1.878, 1.676], [-6.172, 0.837, -0.592], [-4.739, -1.249, -0.226], [-3.348, 4.285, 0.433], [0.293, 4.704, 2.353], [0.450, 2.229, 2.619], [-1.461, -2.219, 1.589], [-1.959, -3.537, 0.818], [-0.487, -4.612, 0.806], [-0.844, -5.840, 1.654], [-1.746, -5.346, 2.782], [-2.805, -4.483, 2.101], [0.286, -3.997, 1.271], [-0.229, -4.824, -0.231], [0.070, -6.303, 2.022], [-1.362, -6.581, 1.043], [-1.183, -4.763, 3.514], [-2.226, -6.167, 3.311], [-3.343, -3.771, 2.728], [-3.536, -5.082, 1.548]],
  "atomic_forces_ev_per_a": [[0.2, -0.3, 1.0], [0.1, 0.0, 0.3], [-0.1, 0.1, -0.2], [0.0, 0.0, 0.2], [0.0, -0.1, 0.0], [0.0, 0.1, 0.0], [0.1, 0.1, -0.3], [-0.1, 0.1, 0.1], [0.1, 0.0, -0.1], [0.0, 0.0, 0.0], [-0.1, 0.0, -0.1], [0.1, 0.0, 0.1], [0.0, 0.0, 0.1], [0.0, 0.0, -0.1], [0.0, 0.0, 0.0], [0.2, 0.0, -0.6], [0.2, 0.0, -0.4], [0.4, -0.1, -0.4], [0.0, 0.0, 0.0], [0.0, -0.1, 0.1], [-0.1, -0.1, 0.0], [0.0, 0.0, 0.0], [0.0, 0.0, 0.0], [0.0, -0.1, 0.0], [0.0, 0.0, 0.0], [0.0, 0.0, 0.0], [0.0, 0.1, 0.0], [0.0, 0.0, 0.0], [0.0, 0.0, 0.0], [0.0, 0.0, 0.0], [0.0, 0.0, 0.0], [0.0, 0.0, 0.0], [-0.2, 0.4, -0.1], [0.1, -0.1, 0.1], [-0.1, 0.5, 0.0], [0.0, 0.0, 0.1], [-0.2, -0.4, -0.1], [-0.3, -0.2, -0.1], [0.1, 0.4, 0.2], [0.0, -0.2, 0.0], [-0.2, 0.3, -0.1], [0.0, -0.1, 0.1], [-0.1, 0.6, 0.0], [0.0, 0.0, 0.0], [0.0, 0.0, 0.0], [0.0, 0.0, 0.0], [0.0, 0.0, 0.0], [0.1, 0.0, 0.0], [-0.3, -1.0, -0.1], [0.0, 0.0, 0.1], [-0.1, 0.0, 0.1], [0.0, 0.0, 0.0], [0.0, 0.0, -0.1], [0.0, 0.0, 0.1], [0.0, 0.0, 0.0], [0.0, 0.0, 0.0], [0.0, 0.0, 0.0], [0.0, 0.0, 0.0], [0.0, 0.0, 0.0], [0.0, 0.0, 0.0], [0.0, 0.0, 0.0], [0.0, 0.0, 0.0]],
  "nbo_charge": [2.262, 0.131, -0.336, 0.083, 0.274, 0.282, -0.861, -0.116, -0.427, -0.411, -0.224, -0.573, 0.681, -0.748, -0.741, 0.767, -0.692, -0.684, 0.410, 0.425, 0.254, 0.248, 0.243, 0.212, 0.228, 0.212, 0.227, 0.415, 0.428, 0.445, 0.430, 0.443, -0.279, 0.279, -0.685, 0.304, -0.152, 0.127, 0.080, -0.261, 0.041, 0.029, -0.566, 0.477, 0.266, 0.262, 0.254, 0.228, -1.045, 1.213, -0.551, -0.421, -0.419, -0.564, 0.244, 0.277, 0.277, 0.248, 0.219, 0.283, 0.269, 0.278],
  "largest_force_ev_per_a": 1.09,
  "de_lowest_kcal_mol": 21.7,
  "e_tot_ev": -74807.543,
  "homo_energy_ev": -20.0,
  "spin_multiplicity": 1,
  "charge": 4,
  "gap_ev": 8.595
}

# 4
{
  "formula": "C17H29FNO2OsP2",
  "method": "ωB97M-V/def2-TZVPD",
  "symbols": ["C", "C", "N", "C", "C", "C", "C", "P", "Os", "P", "C", "O", "O", "H", "H", "H", "C", "C", "H", "H", "H", "H", "C", "C", "H", "H", "H", "H", "H", "H", "H", "H", "H", "H", "H", "H", "H", "H", "H", "H", "H", "H", "F", "C", "C", "C", "C", "C", "C", "H", "H", "H", "H"],
  "xyz": [[-0.779, 0.735, -4.218], [-0.821, 0.233, -2.906], [0.044, 0.723, -1.955], [0.774, 1.827, -2.215], [0.753, 2.416, -3.478], [-0.009, 1.854, -4.497], [-1.727, -0.804, -2.459], [-2.025, -0.832, -0.692], [0.053, -0.203, -0.008], [1.829, 1.179, 0.246], [1.633, 2.401, -1.113], [-0.640, -3.171, -2.972], [0.270, -3.259, -0.732], [-1.424, 0.261, -4.958], [1.376, 3.293, -3.622], [-0.011, 2.292, -5.495], [-3.423, 0.293, -0.486], [-2.650, -2.466, -0.206], [2.623, 2.668, -1.506], [1.178, 3.310, -0.688], [-0.988, -2.263, -2.876], [-2.600, -1.006, -3.087], [2.149, 2.108, 1.760], [3.463, 0.457, -0.139], [0.574, -2.128, -0.458], [0.789, -3.888, -0.204], [-0.006, -3.309, -1.823], [0.010, -3.092, -3.687], [-0.231, 1.278, 0.678], [1.272, -1.198, -0.584], [-4.268, -0.040, -1.104], [-3.714, 0.289, 0.571], [-3.128, 1.304, -0.794], [-3.473, -2.768, -0.866], [-1.854, -3.219, -0.258], [-3.007, -2.388, 0.830], [4.208, 1.255, -0.238], [3.754, -0.211, 0.680], [3.409, -0.103, -1.080], [3.050, 2.724, 1.652], [1.283, 2.747, 1.971], [2.292, 1.389, 2.576], [0.139, -2.392, 5.762], [0.109, -1.932, 4.470], [1.256, -2.068, 3.691], [1.211, -1.617, 2.374], [0.046, -1.018, 1.859], [-1.085, -0.886, 2.686], [-1.067, -1.351, 3.999], [2.162, -2.524, 4.094], [2.095, -1.707, 1.735], [-1.973, -0.385, 2.292], [-1.945, -1.257, 4.639]],
  "atomic_forces_ev_per_a": [[-1.8, -2.3, 1.3], [-0.7, -0.7, -1.1], [-1.0, -1.5, 1.8], [1.3, 1.6, -0.4], [-0.2, -0.5, -0.1], [1.5, 2.3, -1.1], [-0.5, 1.7, -0.6], [-1.1, -0.3, -0.3], [0.6, 1.1, 0.2], [2.0, 0.6, -0.7], [-0.3, 0.0, 0.0], [1.2, -1.1, -0.3], [0.3, 0.8, 0.3], [0.2, 0.2, 0.2], [-0.2, -0.1, -0.2], [0.0, -0.1, 0.3], [-0.4, 0.1, 0.0], [-0.2, -0.2, -0.1], [-0.2, 0.1, 0.2], [0.1, -0.1, 0.0], [-0.6, 0.8, 0.0], [0.3, -0.1, -0.2], [-0.2, 0.0, 0.1], [0.0, 0.1, 0.1], [0.2, -1.3, -0.5], [-0.2, 0.0, -0.6], [0.1, -0.5, 0.6], [-0.1, -0.2, -0.1], [-0.8, 0.0, 0.2], [0.4, -0.3, 0.3], [0.2, 0.1, 0.2], [0.0, 0.1, -0.2], [0.0, -0.3, 0.1], [0.1, 0.1, 0.2], [-0.4, 0.4, 0.1], [0.0, -0.1, -0.3], [-0.1, -0.2, 0.1], [0.0, 0.0, -0.2], [0.0, 0.1, 0.2], [-0.2, -0.1, 0.0], [0.2, -0.1, 0.1], [-0.1, 0.2, -0.1], [0.0, 0.4, -1.2], [0.0, -0.3, 0.8], [0.1, -0.1, -0.2], [-0.1, -0.1, 0.7], [-0.1, 0.3, -0.7], [0.1, -0.4, 0.7], [-0.1, 0.1, -0.2], [-0.4, 0.1, 0.1], [-0.2, 0.0, 0.3], [0.2, -0.2, 0.2], [0.4, -0.1, -0.1]],
  "mulliken_charge": [-0.831, 0.866, 0.096, 0.455, -0.480, -0.907, -1.530, 0.794, 0.366, 0.969, -1.252, -0.691, -0.546, 0.488, 0.491, 0.386, -1.286, -1.205, 0.552, 0.411, 0.322, 0.637, -1.246, -1.446, -1.009, 0.302, 0.451, 0.381, -0.176, 0.722, 0.427, 0.408, 0.364, 0.462, 0.269, 0.400, 0.493, 0.356, 0.396, 0.437, 0.414, 0.366, -0.316, 0.301, -0.697, -0.381, 0.661, -0.271, -0.694, 0.450, 0.269, 0.345, 0.456],
  "largest_force_ev_per_a": 3.18,
  "de_lowest_kcal_mol": 0.0,
  "e_tot_ev": -47436.119,
  "homo_energy_ev": [-7.4, -11.4],
  "s_squared": 6.0418,
  "spin_multiplicity": 5,
  "charge": 1,
  "gap_ev": [4.995, 6.280]
}